Entry 1:
A molecular structure, H6O15S3Zn in a non-equilibrium geometry. Source: the OMol25 dataset; level of theory: ωB97M-V/def2-TZVPD.

Last column: natural (NBO) charge in e.
Atoms and positions in Å:
Zn: -14.774 -6.706 -14.200  1.759
S: -17.691 -8.041 -13.154  2.644
O: -18.481 -7.008 -12.514  -1.139
O: -18.265 -8.379 -14.424  -1.054
O: -16.294 -7.502 -13.313  -1.234
O: -17.622 -9.196 -12.290  -1.157
S: -12.162 -5.597 -16.048  2.658
O: -11.156 -5.115 -15.105  -1.183
O: -11.605 -6.685 -16.822  -1.120
O: -13.328 -6.029 -15.312  -1.184
O: -12.538 -4.437 -16.821  -1.108
S: -16.821 -5.994 -16.863  2.634
O: -16.183 -5.781 -18.204  -1.127
O: -17.524 -7.245 -16.805  -1.120
O: -15.846 -6.018 -15.783  -1.190
O: -17.780 -4.941 -16.571  -1.145
O: -14.859 -8.426 -15.286  -0.957
H: -15.519 -8.639 -15.944  0.529
H: -14.312 -9.210 -15.230  0.447
O: -15.027 -4.931 -13.142  -0.939
H: -14.730 -4.065 -13.420  0.491
H: -15.370 -4.796 -12.259  0.473
O: -13.468 -7.588 -12.838  -0.937
H: -12.771 -7.193 -12.314  0.477
H: -13.543 -8.481 -12.503  0.480

Summary:
energy relative to the best compared isomer or geometry (same formula, charge and spin)	65.7	kcal per mole
highest occupied orbital energy	5.442	eV
total charge	-4

Entry 2:
A molecular structure, C46H37ClFN4O2S2Sc. Source: the OMol25 dataset; level of theory: ωB97M-V/def2-TZVPD.

Last column: Löwdin charge in e.
Atoms and positions in Å:
Sc: -0.012 1.670 0.443  0.853
Cl: 3.408 1.609 7.051  0.578
C: 2.433 1.916 5.624  -0.683
C: 2.285 3.224 5.161  -0.121
C: 1.526 3.471 4.043  -0.013
C: 0.902 2.430 3.310  -0.415
O: 0.232 2.709 2.244  -0.213
C: 1.048 1.108 3.826  -0.140
C: 0.313 -0.013 3.269  -0.075
N: -0.254 0.013 2.131  0.069
C: -1.149 -0.993 1.700  -0.210
C: -1.145 -2.316 2.107  -0.065
C: -2.073 -3.211 1.579  -0.116
C: -2.980 -2.772 0.619  -0.061
C: -2.995 -1.452 0.191  -0.136
C: -3.750 -0.964 -1.019  -0.242
C: -4.114 0.477 -0.814  -0.081
C: -3.234 1.268 -0.172  -0.171
N: -2.104 0.820 0.479  -0.024
C: -2.100 -0.521 0.770  -0.208
C: 1.809 0.879 4.979  -0.083
H: 2.778 4.035 5.683  0.095
H: 1.419 4.476 3.656  0.115
H: 0.202 -0.881 3.929  0.130
H: -0.396 -2.663 2.810  0.090
H: -2.059 -4.251 1.882  0.082
H: -3.661 -3.480 0.156  0.105
H: -4.615 -1.597 -1.245  0.131
H: -5.000 0.893 -1.280  0.082
H: -3.396 2.337 -0.113  0.097
H: 1.910 -0.134 5.353  0.111
C: 1.197 1.498 -3.801  -0.035
C: 2.146 0.970 -2.768  -0.329
N: 3.024 1.747 -2.274  0.068
N: 3.955 1.150 -1.440  -0.091
C: 3.832 1.328 -0.185  -1.057
S: 2.607 2.151 0.727  0.649
S: 5.303 0.745 0.693  0.852
C: 4.712 0.488 2.387  -0.482
C: 4.186 -0.892 2.660  -0.282
C: 4.813 -1.721 3.586  -0.061
C: 4.325 -2.994 3.853  -0.111
C: 3.200 -3.457 3.186  -0.108
C: 2.573 -2.640 2.252  -0.078
C: 3.057 -1.367 1.994  -0.031
C: 2.012 -0.467 -2.406  -0.127
C: 2.761 -1.442 -3.048  -0.048
C: 2.642 -2.785 -2.715  -0.120
C: 1.751 -3.146 -1.711  -0.112
C: 0.994 -2.188 -1.059  -0.040
C: 1.105 -0.824 -1.386  -0.336
O: 0.403 0.068 -0.730  -0.200
H: 1.277 2.581 -3.877  0.077
H: 1.418 1.039 -4.770  0.076
H: 0.172 1.221 -3.543  0.071
H: 5.558 0.708 3.041  0.066
H: 3.941 1.241 2.559  0.014
H: 5.693 -1.359 4.107  0.102
H: 4.827 -3.623 4.580  0.088
H: 2.817 -4.451 3.386  0.090
H: 1.705 -2.993 1.711  0.086
H: 2.564 -0.738 1.260  0.093
H: 3.471 -1.132 -3.808  0.110
H: 3.245 -3.531 -3.216  0.081
H: 1.647 -4.189 -1.428  0.094
H: 0.304 -2.457 -0.266  0.097
F: -4.918 6.829 -1.386  -0.007
C: -3.857 5.961 -1.318  -0.312
C: -3.843 4.847 -2.129  -0.040
C: -2.760 3.980 -2.060  -0.072
C: -1.681 4.191 -1.185  -0.328
C: -0.549 3.271 -1.093  -0.196
C: -1.756 5.342 -0.380  -0.048
C: -2.825 6.224 -0.441  -0.041
H: -4.669 4.663 -2.805  0.105
H: -2.751 3.098 -2.691  0.107
H: 0.397 3.820 -1.004  0.045
H: -0.480 2.613 -1.964  0.023
H: -0.951 5.535 0.320  0.111
H: -2.866 7.104 0.189  0.104
C: -2.727 -1.073 -2.235  -0.078
C: -2.846 -2.368 -2.974  -0.213
C: -2.021 -3.454 -2.687  -0.023
C: -2.196 -4.672 -3.330  -0.090
C: -3.200 -4.831 -4.275  -0.124
C: -4.030 -3.757 -4.572  -0.113
C: -3.854 -2.544 -3.925  -0.053
H: -1.749 -0.988 -1.752  0.108
H: -2.910 -0.228 -2.898  0.115
H: -1.228 -3.331 -1.964  0.092
H: -1.537 -5.499 -3.095  0.096
H: -3.333 -5.782 -4.779  0.086
H: -4.814 -3.867 -5.313  0.089
H: -4.505 -1.707 -4.160  0.110

Summary:
energy relative to the best compared isomer or geometry (same formula, charge and spin)	0.0	kcal per mole
highest occupied orbital energy	-1.935	eV
total charge	-2

| no. | HOMO-LUMO gap (eV) |
| --- | --- |
| 1 | 2.67 |
| 2 | 5.98 |